The following is a DFT calculation (ωB97M-V/def2-TZVPD) of a 13-piece molecular cluster, H26O13 overall.

Calculated values
- net charge = 0
- relative energy (zero: lowest compared OMol25 entry of this formula, charge and spin) (kJ/mol) = 108.2
- HOMO-LUMO gap (eV) = 9.299
- LUMO energy (eV) = -0.6
- highest occupied orbital energy (eV) = -9.88

Bonds (Å) are listed after each position.
CARTESIAN COORDINATES (ANGSTROEM)
1 O -3.302 -1.003 0.827  H2 0.968, H3 0.969
2 H -3.395 -1.353 -0.070  O1 0.968
3 H -4.207 -0.892 1.156  O1 0.969
4 O 2.647 0.090 -2.078  H5 0.971, H6 0.975
5 H 2.202 0.167 -2.937  O4 0.971
6 H 2.234 -0.693 -1.668  O4 0.975
7 O 1.095 -2.362 -1.669  H8 0.968, H9 0.987
8 H 1.640 -2.833 -2.315  O7 0.968
9 H 1.195 -2.870 -0.829  O7 0.987
10 O 3.152 1.401 0.391  H11 0.964, H12 0.984
11 H 2.533 1.016 1.020  O10 0.964
12 H 2.890 1.007 -0.472  O10 0.984
13 O 1.356 -3.258 1.007  H14 0.964, H15 0.991
14 H 0.850 -3.932 1.475  O13 0.964
15 H 1.408 -2.490 1.630  O13 0.991
16 O 0.351 1.018 -3.448  H17 0.971, H18 0.975
17 H -0.210 0.474 -2.872  O16 0.971
18 H 0.295 1.918 -3.077  O16 0.975
19 O -0.308 2.691 3.135  H20 0.966, H21 0.963
20 H -0.715 2.188 2.418  O19 0.966
21 H -0.474 2.161 3.921  O19 0.963
22 O -1.595 -1.283 -2.735  H23 0.978, H24 0.964
23 H -0.669 -1.550 -2.566  O22 0.978
24 H -2.105 -2.087 -2.578  O22 0.964
25 O -2.197 2.201 0.312  H26 0.969, H27 0.964
26 H -2.572 2.174 -0.581  O25 0.969
27 H -2.721 1.583 0.833  O25 0.964
28 O 0.287 0.251 -0.027  H29 0.970, H30 0.972
29 H -0.651 0.351 0.199  O28 0.970
30 H 0.372 -0.669 -0.330  O28 0.972
31 O -0.056 3.311 -1.653  H32 0.968, H33 0.973
32 H 0.781 3.708 -1.936  O31 0.968
33 H 0.157 2.883 -0.805  O31 0.973
34 O -1.270 -0.168 2.653  H35 0.985, H36 0.968
35 H -1.990 -0.439 2.038  O34 0.985
36 H -1.302 -0.822 3.366  O34 0.968
37 O 1.588 -0.972 2.645  H38 0.965, H39 0.980
38 H 1.975 -0.326 3.249  O37 0.965
39 H 0.730 -0.588 2.370  O37 0.980

***

The following is a DFT calculation (ωB97M-V/def2-TZVPD) of a 13-piece molecular cluster, H26O13 overall in a non-equilibrium geometry.

Calculated values
- net charge = +1
- relative energy (zero: lowest compared OMol25 entry of this formula, charge and spin) (kJ/mol) = 210.7
- HOMO-LUMO gap (alpha / beta) (eV) = 10.817 / 2.197
- LUMO energy (alpha / beta) (eV) = -3.5 / -11.2
- 2S+1 = 2
- highest occupied orbital energy (alpha / beta) (eV) = -14.36 / -13.39

Bonds (Å) are listed after each position.
CARTESIAN COORDINATES (ANGSTROEM)
1 O 3.192 2.295 -0.573  H2 0.957, H3 0.957
2 H 2.572 1.615 -0.836  O1 0.957
3 H 2.872 2.597 0.277  O1 0.957
4 O 1.577 0.493 -1.457  H5 0.957, H6 0.957
5 H 1.744 -0.433 -1.282  O4 0.957
6 H 1.135 0.501 -2.306  O4 0.957
7 O -0.446 -0.393 0.099  H8 0.957, H9 0.957
8 H -0.540 0.197 0.847  O7 0.957
9 H 0.217 0.023 -0.453  O7 0.957
10 O -1.735 0.851 -2.370  H11 0.957, H12 0.957
11 H -1.673 0.747 -3.319  O10 0.957
12 H -2.135 0.037 -2.064  O10 0.957
13 O -2.275 -0.783 3.504  H14 0.957, H15 0.957
14 H -3.115 -0.863 3.051  O13 0.957
15 H -1.799 -0.116 3.011  O13 0.957
16 O 0.051 2.758 -2.114  H17 0.957, H18 0.957
17 H -0.690 2.154 -2.061  O16 0.957
18 H 0.335 2.869 -1.207  O16 0.957
19 O -0.473 1.506 2.026  H20 0.957, H21 0.957
20 H 0.163 1.847 1.397  O19 0.957
21 H -0.570 2.204 2.672  O19 0.957
22 O -0.889 -2.495 -2.727  H23 0.957, H24 0.957
23 H -1.069 -1.789 -3.348  O22 0.957
24 H -0.181 -2.158 -2.179  O22 0.957
25 O 2.681 0.275 1.679  H26 0.957, H27 0.957
26 H 2.420 -0.196 2.470  O25 0.957
27 H 1.959 0.133 1.066  O25 0.957
28 O 0.842 -1.894 2.461  H29 0.957, H30 0.957
29 H 0.152 -2.536 2.624  O28 0.957
30 H 1.461 -2.347 1.888  O28 0.957
31 O 1.876 -2.331 -1.191  H32 0.957, H33 0.957
32 H 1.864 -3.288 -1.159  O31 0.957
33 H 2.764 -2.093 -0.926  O31 0.957
34 O -1.279 -2.877 0.362  H35 0.957, H36 0.957
35 H -2.185 -2.740 0.086  O34 0.957
36 H -0.858 -2.026 0.235  O34 0.957
37 O -2.749 3.123 0.681  H38 0.957, H39 0.957
38 H -2.114 2.575 1.140  O37 0.957
39 H -3.103 2.558 -0.006  O37 0.957

***

The following is a DFT calculation (ωB97M-V/def2-TZVPD) of a 13-piece molecular cluster, H27NO12 overall in a non-equilibrium geometry.

Calculated values
- net charge = 0
- relative energy (zero: lowest compared OMol25 entry of this formula, charge and spin) (kJ/mol) = 0.0
- HOMO-LUMO gap (eV) = 9.935
- LUMO energy (eV) = 0.1
- highest occupied orbital energy (eV) = -9.80

Bonds (Å) are listed after each position.
CARTESIAN COORDINATES (ANGSTROEM)
1 N -3.096 2.061 0.323  H2 1.000, H3 1.030, H4 1.020
2 H -3.832 2.540 -0.156  N1 1.000
3 H -2.574 1.378 -0.246  N1 1.030
4 H -2.464 2.768 0.698  N1 1.020
5 H 1.353 -1.130 -3.372  O7 0.903
6 H 0.313 -0.550 -2.451  O7 1.069
7 O 1.310 -0.932 -2.492  H5 0.903, H6 1.069
8 H 3.002 -1.397 -1.356  O10 0.915
9 H 3.294 -2.047 0.036  O10 0.970
10 O 3.642 -1.552 -0.721  H8 0.915, H9 0.970
11 H -0.396 0.688 1.997  O13 0.964
12 H 1.027 1.078 2.334  O13 1.008
13 O 0.199 1.439 1.886  H11 0.964, H12 1.008
14 H -1.565 2.254 -2.934  O16 0.931
15 H -0.699 2.517 -1.584  O16 1.043
16 O -1.368 1.902 -2.095  H14 0.931, H15 1.043
17 H 2.247 -0.769 1.796  O19 0.940
18 H 1.101 -0.189 0.821  O19 0.985
19 O 1.795 -0.871 0.978  H17 0.940, H18 0.985
20 H -2.621 0.311 2.212  O22 0.939
21 H -2.086 -0.754 1.395  O22 0.925
22 O -1.843 -0.204 2.097  H20 0.939, H21 0.925
23 H -0.917 -2.151 -0.176  O25 0.886
24 H -2.386 -2.668 -0.003  O25 1.019
25 O -1.740 -1.879 0.003  H23 0.886, H24 1.019
26 H -1.663 -1.204 -1.752  O28 0.921
27 H -1.469 0.303 -2.091  O28 1.047
28 O -1.417 -0.674 -2.464  H26 0.921, H27 1.047
29 H 2.470 0.278 -0.162  O31 0.913
30 H 2.357 0.339 -1.630  O31 0.949
31 O 2.358 0.872 -0.845  H29 0.913, H30 0.949
32 H 0.800 -2.785 -1.693  O34 0.940
33 H 1.203 -2.208 -0.368  O34 0.921
34 O 0.732 -2.895 -0.761  H32 0.940, H33 0.921
35 H -0.289 0.242 4.534  O37 1.014
36 H 0.515 -1.148 4.456  O37 0.907
37 O 0.598 -0.245 4.469  H35 1.014, H36 0.907
38 H 0.310 2.670 0.402  O40 0.998
39 H 1.137 1.897 -0.554  O40 0.946
40 O 0.662 2.716 -0.530  H38 0.998, H39 0.946